No. 1
Computed, not measured: a molecular structure, C8H12ClNSc in a non-equilibrium geometry, with ωB97M-V/def2-TZVPD.

The geometry in ORCA input format:
```
! RIJCOSX wB97M-V def2-TZVPD def2/J DEFGRID3
* xyz -1 1
C 0.44 0.83 -1.95
H 0.77 -2.01 -1.50
H 2.28 1.75 -1.03
Cl -0.47 1.45 2.74
C 0.77 -1.90 -0.41
H 0.60 -0.61 3.08
C -0.96 1.06 -1.71
N -1.44 -1.42 0.59
C -1.07 2.03 -0.65
H -1.79 0.61 -2.25
H 0.86 0.14 -2.68
C -0.50 -2.45 0.20
H -0.25 -3.08 1.08
H 1.68 -2.31 0.04
C 1.19 1.66 -1.06
C 0.77 0.28 2.46
H 0.52 3.22 0.41
C 0.26 2.43 -0.28
H -1.99 2.46 -0.27
Sc -0.09 0.07 0.31
H -0.99 -3.13 -0.53
H -2.35 -1.79 0.84
H 1.76 0.73 2.58
*
```

Calculated values
HOMO-LUMO gap (eV): 6.52
LUMO level (eV): 3.28
Energy relative to the best compared isomer or geometry (same formula, charge and spin) (kcal/mol): 0.0

No. 2
Computed, not measured: 2 unconnected molecules or ions with the total composition C5H12N5S in a non-equilibrium geometry, with ωB97M-V/def2-TZVPD.

The geometry in ORCA input format:
```
! RIJCOSX wB97M-V def2-TZVPD def2/J DEFGRID3
* xyz 1 1
C -0.73 1.32 -1.01
H -1.12 0.62 -1.96
N -2.03 3.02 0.21
N -2.54 0.84 0.36
H -0.13 0.62 -0.49
H 3.01 -1.57 1.39
C -1.84 1.78 -0.20
H -0.11 2.15 -1.33
H -2.61 3.13 1.11
C 1.15 -1.86 -1.37
N 0.91 -0.31 0.48
S -3.29 -1.83 0.46
N 0.83 0.18 1.80
H 2.95 -2.72 0.15
H 1.34 -1.15 -2.18
C -2.75 -0.36 0.35
H 1.87 -2.73 -1.61
C 1.55 -1.34 0.06
H 1.20 -0.35 2.54
N 2.40 -2.15 0.80
H 0.12 -2.02 -1.41
H 1.31 0.97 2.08
H -1.50 3.77 -0.24
*
```

Calculated values
HOMO-LUMO gap (eV): 7.29
LUMO level (eV): -4.51
Energy relative to the best compared isomer or geometry (same formula, charge and spin) (kcal/mol): 14.3

No. 3
Computed, not measured: a molecular structure, C6H13P in a non-equilibrium geometry, with ωB97M-V/def2-TZVPD.

The geometry in ORCA input format:
```
! RIJCOSX wB97M-V def2-TZVPD def2/J DEFGRID3
* xyz 0 1
H -1.05 2.53 -0.25
H 1.41 -4.33 -0.43
H -2.38 2.50 -1.23
H 1.23 -4.40 0.32
C -1.78 0.51 -0.59
H 1.89 -0.25 -0.17
C 2.60 0.63 -0.31
H 3.67 0.34 -0.46
H -1.33 -1.34 2.14
H -2.17 -1.96 0.53
H 2.11 1.15 -1.15
H -0.32 0.43 0.95
H -0.84 2.18 -1.78
C 2.15 1.49 0.71
C -1.50 1.93 -0.95
C -1.28 -1.50 0.98
H -2.60 0.04 -1.12
P 1.73 2.46 1.82
H -0.47 -2.24 0.69
C -1.07 -0.18 0.31
*
```

Calculated values
HOMO-LUMO gap (eV): 9.97
LUMO level (eV): 0.83
Energy relative to the best compared isomer or geometry (same formula, charge and spin) (kcal/mol): 82.3